Record 1
Computed, not measured: a cluster of 2 separate species, C12H29BClN3O5P in total, with ωB97M-V/def2-TZVPD.

Structure (XYZ):
```
52
Properties=species:S:1:pos:R:3:forces:R:3:nbo_charge:R:1
C -5.614 3.568 2.022 -0.03 0.30 0.78 -0.408
N -4.234 3.889 1.645 0.03 -0.85 -0.97 -0.712
C -4.194 4.543 0.337 -0.38 0.51 0.26 -0.404
B -3.339 2.754 1.790 -0.55 0.60 -0.07 1.225
O -3.280 2.156 3.049 0.41 0.00 -0.12 -0.933
N -2.562 2.289 0.642 1.46 -1.11 0.34 -1.023
C -1.133 2.093 0.806 0.03 0.71 -0.30 -0.099
Cl -0.641 0.766 1.961 -0.22 -0.03 0.37 -0.148
C -0.430 1.852 -0.560 0.08 -0.51 -0.09 0.730
O -0.003 2.877 -1.105 0.05 0.45 -0.05 -0.743
O -0.419 0.674 -0.967 0.04 -0.15 0.00 -0.779
P -3.506 1.218 -0.300 -2.06 0.73 0.39 0.959
C -3.114 1.429 -2.060 0.55 -0.09 -0.29 -0.958
C -3.204 -0.521 0.154 0.45 -0.16 -0.28 -0.965
H -5.959 2.616 1.611 -0.01 0.01 -0.23 0.189
H -5.703 3.503 3.107 0.03 -0.06 0.03 0.198
H -6.291 4.358 1.699 0.03 0.07 -0.09 0.183
H -3.179 4.819 0.071 0.09 -0.20 -0.09 0.218
H -4.648 3.940 -0.454 0.13 -0.14 -0.09 0.182
H -4.775 5.470 0.397 0.00 0.04 0.02 0.171
H -2.794 2.724 3.654 -0.22 -0.09 0.22 0.495
H -0.698 2.996 1.227 -0.02 -0.04 0.19 0.202
H -3.752 2.197 -2.491 -0.14 0.04 0.08 0.217
H -3.336 0.480 -2.550 -0.07 -0.05 -0.03 0.226
H -2.076 1.671 -2.279 0.03 -0.07 0.06 0.273
H -2.391 -0.981 -0.407 0.17 0.03 0.15 0.248
H -4.130 -1.065 -0.025 -0.09 0.03 -0.11 0.215
H -3.000 -0.574 1.221 0.10 0.04 0.04 0.252
C 2.219 -0.315 0.281 0.08 0.01 -0.02 -0.258
O 3.535 -0.720 0.672 -0.15 0.00 -0.05 -0.567
C 3.582 -1.818 1.558 0.16 0.08 0.07 -0.063
C 4.058 -3.078 0.861 -0.09 -0.03 -0.06 -0.240
N 3.063 -3.582 -0.074 0.16 0.06 -0.15 -0.627
C 3.540 -4.599 -1.003 -0.21 0.05 0.08 -0.247
C 4.717 -4.279 -1.921 0.10 -0.18 -0.05 -0.080
O 4.440 -3.356 -2.952 0.00 0.06 0.00 -0.549
C 4.420 -1.991 -2.564 -0.05 -0.02 -0.13 -0.249
H 2.298 0.668 -0.176 0.02 0.00 0.00 0.210
H 1.781 -0.988 -0.462 -0.06 0.00 0.03 0.163
H 1.544 -0.248 1.136 0.14 -0.05 -0.12 0.195
H 2.613 -1.980 2.041 -0.03 -0.02 -0.06 0.178
H 4.312 -1.568 2.336 -0.04 -0.04 0.05 0.170
H 4.258 -3.850 1.614 0.02 -0.02 -0.01 0.178
H 5.012 -2.830 0.375 0.04 -0.02 0.06 0.160
H 2.677 -2.811 -0.601 -0.04 0.03 0.07 0.365
H 2.696 -4.866 -1.645 0.01 -0.06 0.00 0.202
H 3.794 -5.497 -0.426 0.07 0.00 -0.01 0.180
H 4.982 -5.209 -2.433 0.00 0.00 0.00 0.181
H 5.609 -3.969 -1.361 -0.06 0.10 0.05 0.157
H 5.175 -1.777 -1.802 -0.03 -0.01 0.06 0.169
H 3.438 -1.685 -2.199 0.04 0.04 0.09 0.177
H 4.641 -1.398 -3.450 0.02 -0.04 -0.02 0.185
```
Positions in Å, forces in eV/Å.

LUMO energy   2.886 eV
HOMO   -4.7 eV
F_max   0.043 Eh/bohr
Net charge   -1

Record 2
Computed, not measured: a cluster of 3 separate species, C12H29BrIN2O2S2 in total, with ωB97M-V/def2-TZVPD.

Structure (XYZ):
```
49
Properties=species:S:1:pos:R:3:forces:R:3:nbo_charge:R:1
C 2.062 2.998 -1.492 -1.11 -0.18 0.03 -0.639
C 2.424 1.426 -1.203 1.19 0.60 0.77 -0.493
C 2.229 0.412 -2.472 2.12 1.84 0.45 -0.144
I 3.924 -1.038 -2.294 -0.76 0.57 -0.54 0.144
N 0.941 -0.371 -2.502 0.55 -0.96 -1.57 -0.500
C 0.837 -1.362 -1.330 -0.21 -2.27 2.00 -0.302
C -0.676 -1.639 -0.793 -0.52 -1.17 0.50 -0.260
N -1.576 -0.440 -0.661 0.98 0.15 -0.76 -0.669
C -0.996 0.825 -1.245 -1.03 0.95 0.19 -0.086
C -2.206 1.934 -1.526 -0.17 0.11 0.79 -0.638
C -0.326 0.426 -2.695 -3.09 -0.47 0.88 -0.104
Br -0.211 1.954 -3.989 0.36 -1.32 0.90 0.101
H 0.896 3.138 -1.280 2.62 -0.03 -0.50 0.222
H 2.676 3.690 -0.771 -1.25 -1.47 -1.41 0.249
H 2.260 3.320 -2.610 -0.26 -0.76 2.34 0.227
H 3.590 1.405 -0.945 -2.65 -0.04 -0.70 0.253
H 1.899 1.051 -0.198 1.02 0.69 -2.42 0.247
H 2.487 0.975 -3.490 -1.14 -1.40 2.25 0.288
H 1.013 -1.002 -3.359 -0.02 1.13 1.18 0.451
H 1.248 -2.413 -1.722 -0.88 2.49 0.81 0.255
H 1.504 -1.080 -0.414 -1.29 -0.13 -2.00 0.305
H -0.626 -2.143 0.287 0.44 0.96 -2.60 0.277
H -1.170 -2.444 -1.507 0.93 1.68 1.29 0.193
H -1.951 -0.312 0.304 0.90 0.07 -1.28 0.393
H -0.253 1.268 -0.461 -1.01 -0.47 -1.86 0.219
H -3.036 1.888 -0.675 2.09 -0.08 -1.69 0.254
H -1.749 3.028 -1.462 -1.03 -2.39 -0.39 0.240
H -2.766 1.733 -2.539 1.33 0.42 1.93 0.223
H -1.106 -0.326 -3.201 1.77 1.71 1.17 0.271
C -3.775 3.003 3.854 -0.01 0.08 -0.02 -0.825
S -2.799 1.891 2.813 -0.07 0.26 -0.05 1.234
O -2.236 2.707 1.687 -0.26 -0.37 0.23 -0.994
C -4.207 0.962 2.159 -0.05 0.06 -0.06 -0.828
H -3.097 3.708 4.339 0.00 -0.17 -0.12 0.248
H -4.493 3.555 3.243 0.10 -0.09 -0.04 0.236
H -4.299 2.423 4.617 0.10 -0.01 -0.08 0.235
H -4.899 1.638 1.651 0.10 0.01 0.05 0.237
H -4.717 0.447 2.976 0.10 0.04 -0.04 0.240
H -3.834 0.224 1.445 -0.01 0.09 0.11 0.224
C 2.180 -4.155 2.935 -0.15 0.03 -0.01 -0.822
S 2.674 -2.716 1.956 0.25 -0.32 0.20 1.256
O 1.428 -2.121 1.369 0.16 -0.24 0.03 -1.022
C 3.497 -3.653 0.646 -0.08 0.00 -0.08 -0.832
H 1.609 -3.807 3.799 0.11 0.06 -0.15 0.250
H 1.556 -4.821 2.334 0.06 0.11 -0.03 0.234
H 3.070 -4.685 3.281 -0.03 0.14 -0.06 0.242
H 2.793 -4.350 0.185 -0.02 0.04 0.10 0.230
H 4.346 -4.199 1.065 -0.09 0.09 0.04 0.245
H 3.858 -2.951 -0.109 -0.08 -0.06 0.25 0.235
```
Positions in Å, forces in eV/Å.

LUMO energy   -3.264 eV
HOMO   -11.3 eV
F_max   0.063 Eh/bohr
Net charge   +1